4
Properties=species:S:1:pos:R:3 method="wB97M-V/def2-TZVPD" e_lumo_ev="-3.622 / -3.622" total_energy_ev=-16076.517 relative_energy_ev=1.171 mol_weight_g_mol=77.08 total_charge=0
C 0.399 0.222 -0.013
N 1.464 -0.214 0.012
F -1.980 -0.818 -0.018
S -1.086 1.064 0.009

---

5
Properties=species:S:1:pos:R:3 method="wB97M-V/def2-TZVPD" e_lumo_ev=4.487 total_energy_ev=-9895.190 relative_energy_ev=0.609 mol_weight_g_mol=79.01 smiles="O=C([O-])OF" total_charge=-1
O 0.890 0.376 1.259
C 0.133 -0.359 0.667
O -0.357 -1.387 0.712
O -0.264 0.027 -0.998
F -0.402 1.343 -1.640

---

15
Properties=species:S:1:pos:R:3 method="wB97M-V/def2-TZVPD" e_lumo_ev=0.571 total_energy_ev=-8273.003 relative_energy_ev=1.512 mol_weight_g_mol=82.10 smiles=NCN.O.O total_charge=0
N 0.191 -1.207 -1.903
C -0.997 -0.509 -1.704
N -1.101 0.268 -0.367
H 1.006 -0.611 -2.040
H 0.432 -2.002 -1.282
H -1.535 0.075 -2.478
H -1.974 -1.123 -1.527
H -0.640 1.174 -0.349
H -0.858 -0.185 0.437
O 1.271 1.810 1.238
H 0.807 1.257 0.644
H 1.697 2.528 0.789
O 0.240 -0.650 2.886
H 0.669 -0.656 2.096
H 0.790 -0.168 3.560

---

15
Properties=species:S:1:pos:R:3 method="wB97M-V/def2-TZVPD" e_lumo_ev=0.838 total_energy_ev=-8273.618 relative_energy_ev=0.897 mol_weight_g_mol=82.10 smiles=NCN.O.O total_charge=0
N 1.518 1.536 0.924
C 0.100 1.147 0.820
N -0.804 1.971 0.041
H 1.534 2.527 0.835
H 2.033 1.206 0.133
H -0.015 0.093 0.449
H -0.302 1.147 1.843
H -0.893 2.888 0.591
H -1.731 1.509 0.148
O 1.022 -4.357 1.126
H 0.929 -5.254 1.339
H 0.119 -4.139 0.871
O -1.509 0.266 -2.648
H -1.651 0.989 -2.095
H -1.725 0.331 -3.609

---

15
Properties=species:S:1:pos:R:3 method="wB97M-V/def2-TZVPD" e_lumo_ev=1.021 total_energy_ev=-8274.023 relative_energy_ev=0.492 mol_weight_g_mol=82.10 smiles=NCN.O.O total_charge=0
N -2.023 2.171 2.108
C -1.560 0.847 1.759
N -0.771 0.672 0.536
H -1.280 2.667 2.553
H -2.346 2.664 1.288
H -0.890 0.445 2.523
H -2.404 0.159 1.691
H -1.304 0.819 -0.308
H 0.045 1.261 0.580
O -3.084 -3.072 -3.668
H -3.054 -3.805 -3.045
H -2.402 -3.238 -4.325
O 6.734 -0.012 -0.081
H 6.966 -0.650 -0.765
H 6.754 -0.546 0.721

---

16
Properties=species:S:1:pos:R:3 method="wB97M-V/def2-TZVPD" e_lumo_ev=0.746 total_energy_ev=-10321.518 relative_energy_ev=1.059 mol_weight_g_mol=98.10 smiles="[H]/N=C/N.O.O.O" total_charge=0
H 1.924 -1.346 1.110
N 1.299 -0.492 1.056
C 1.634 0.254 0.112
N 0.961 1.243 -0.491
H 2.729 0.158 -0.065
H 1.351 1.887 -1.140
H -0.022 1.296 -0.408
O -1.796 1.318 -0.151
H -1.830 0.451 0.348
H -2.607 1.773 0.080
O -1.341 -0.758 2.008
H -0.375 -0.726 1.920
H -1.678 -1.609 1.765
O -0.236 -1.455 -1.843
H -0.131 -0.474 -1.651
H 0.119 -1.520 -2.649